1.
43
Properties=species:S:1:pos:R:3 method="wB97M-V/def2-TZVPD" homo_energy_ev="-7.94 / -7.93" energy_ev=-261702.81411 homo_lumo_gap_ha="0.2331 / 0.1921" largest_force_ev_per_a=0.6 lumo_energy_ev="-1.6 / -2.7"
Co 0.4640 1.3611 -0.5466
C 0.5555 1.7525 2.9504
Se 1.2305 2.7455 1.4317
C 3.1131 2.2407 1.4626
C 3.6478 2.4879 0.0664
Se 2.8377 1.1614 -1.1265
C 3.0559 2.0698 -2.8266
H 0.7569 0.6914 2.8305
H -0.5179 1.9282 2.9778
H 1.0163 2.1450 3.8522
H 3.1973 1.1886 1.7368
H 3.6395 2.8369 2.2043
H 4.7261 2.3599 0.0081
H 3.3879 3.4835 -0.2922
H 2.5796 3.0453 -2.7947
H 2.5788 1.4435 -3.5753
H 4.1176 2.1566 -3.0371
O -1.9575 -4.5404 0.9071
C -1.4202 -3.9547 1.8655
O -1.2212 -4.2591 3.0463
C -0.8591 -2.6076 1.4331
C 0.4513 -2.5147 0.9559
C 0.9108 -1.3349 0.4226
N 0.1336 -0.2427 0.3735
C -1.1223 -0.3044 0.8636
C -1.6400 -1.4485 1.4107
C -1.8892 0.9745 0.7006
O -2.9787 1.1608 1.1753
O -1.2215 1.8559 -0.0155
H 1.0947 -3.3848 0.9688
H 1.9042 -1.2460 0.0038
H -2.6611 -1.4423 1.7697
Se -0.0304 0.4564 -2.6150
C -1.6325 -0.5110 -2.2280
C -2.8276 0.1591 -2.0039
C -3.9374 -0.5987 -1.6575
N -3.9154 -1.9216 -1.5130
C -2.7618 -2.5529 -1.7290
C -1.5978 -1.8936 -2.1079
H -2.8889 1.2370 -2.0619
H -4.8867 -0.1094 -1.4692
H -2.7469 -3.6223 -1.5510
H -0.6846 -2.4519 -2.2661

2.
34
Properties=species:S:1:pos:R:3 method="wB97M-V/def2-TZVPD" smiles=Cc1c[nH]c2ccccc12.Cc1ccccc1 homo_energy_ev=-7.96 energy_ev=-18356.94134 homo_lumo_gap_ha=0.3232 largest_force_ev_per_a=2.6 relative_energy_kj_mol=135.1 lumo_energy_ev=0.8
C 2.3704 -0.9966 0.8995
C 1.5584 0.2221 0.8296
C 1.7461 1.3457 0.1017
N 0.6349 2.1814 0.2946
C -0.1284 1.6794 1.3321
C -1.3514 2.1384 1.8780
C -1.8362 1.3971 2.9153
C -1.2573 0.2074 3.4331
C -0.1470 -0.2572 2.7645
C 0.3544 0.3644 1.6212
H 3.3581 -0.9417 0.4343
H 1.9555 -1.9146 0.4485
H 2.5370 -1.3694 1.9157
H 2.6559 1.5981 -0.4133
H 0.5785 3.1846 0.2173
H -1.5643 3.1719 1.6289
H -2.8210 1.6204 3.3225
H -1.5161 -0.1076 4.4297
H 0.3179 -1.2144 3.0053
C 0.2375 1.0326 -2.9930
C -0.2267 -0.2339 -2.3639
C 0.3748 -1.4573 -2.6082
C -0.1015 -2.6412 -2.0010
C -1.2347 -2.6550 -1.2122
C -1.8567 -1.4055 -1.0255
C -1.3136 -0.2303 -1.4772
H 1.1458 0.8728 -3.5781
H 0.5224 1.8467 -2.3141
H -0.5313 1.6187 -3.5102
H 1.0573 -1.4453 -3.4499
H 0.3511 -3.5127 -2.4671
H -1.5455 -3.5298 -0.6627
H -2.5796 -1.2868 -0.2206
H -1.7444 0.7178 -1.1746

3.
34
Properties=species:S:1:pos:R:3 method="wB97M-V/def2-TZVPD" smiles=Cc1c[nH]c2ccccc12.Cc1ccccc1 homo_energy_ev=-7.81 energy_ev=-18357.94513 homo_lumo_gap_ha=0.3175 largest_force_ev_per_a=1.7 relative_energy_kj_mol=38.3 lumo_energy_ev=0.8
C 0.3756 -3.6603 1.3154
C 0.7385 -2.4291 0.5549
C -0.1099 -1.4888 0.0774
N 0.6080 -0.4510 -0.4977
C 1.9330 -0.8272 -0.5540
C 3.0430 -0.0589 -0.9142
C 4.2846 -0.6626 -0.7742
C 4.4351 -1.8959 -0.1318
C 3.3341 -2.5935 0.3246
C 2.0631 -2.0505 0.1220
H 0.9293 -4.5256 0.9333
H -0.6775 -3.9150 1.2210
H 0.5765 -3.5862 2.3869
H -1.1832 -1.5180 -0.0556
H 0.2708 0.2589 -1.1265
H 2.8857 0.8317 -1.5091
H 5.0980 0.0248 -1.0036
H 5.4374 -2.2255 0.1048
H 3.4795 -3.5882 0.7286
C -3.0912 0.6517 1.2911
C -2.7311 1.8088 0.3932
C -3.2427 1.8734 -0.8978
C -2.7909 2.8157 -1.8117
C -1.9106 3.7950 -1.3672
C -1.4243 3.7765 -0.0733
C -1.8217 2.7730 0.8057
H -4.1658 0.4750 1.2598
H -2.7747 0.7846 2.3211
H -2.6290 -0.2360 0.8664
H -3.9540 1.1188 -1.2032
H -3.1123 2.8016 -2.8439
H -1.6798 4.6177 -2.0290
H -0.7566 4.5531 0.2666
H -1.4367 2.7518 1.8200

4.
34
Properties=species:S:1:pos:R:3 method="wB97M-V/def2-TZVPD" smiles=Cc1c[nH]c2ccccc12.Cc1ccccc1 homo_energy_ev=-7.62 energy_ev=-18356.32064 homo_lumo_gap_ha=0.3110 largest_force_ev_per_a=4.8 relative_energy_kj_mol=195.0 lumo_energy_ev=0.8
C -0.7581 -3.1194 1.8067
C -1.3762 -1.9462 1.0988
C -2.3002 -2.0091 0.0652
N -2.9064 -0.8066 -0.0943
C -2.2823 0.1523 0.7858
C -2.2439 1.5361 0.4582
C -1.4422 2.2601 1.3098
C -0.5079 1.6033 2.1745
C -0.4360 0.2237 2.1909
C -1.2661 -0.5756 1.3948
H -0.0861 -2.7888 2.6117
H -0.1606 -3.6990 1.1043
H -1.4591 -3.9163 2.1216
H -2.4740 -2.9337 -0.4680
H -3.5257 -0.5139 -0.8271
H -3.0323 1.9583 -0.1518
H -1.4259 3.3414 1.1721
H 0.1745 2.1764 2.7836
H 0.2676 -0.1273 2.9491
C 2.4180 -1.1256 -0.3144
C 1.9124 0.1061 -0.9992
C 1.1313 -0.0899 -2.1641
C 0.8968 0.9973 -3.0385
C 1.3235 2.2507 -2.7101
C 1.9983 2.4691 -1.4968
C 2.4493 1.3791 -0.7786
H 3.4867 -1.3568 -0.4025
H 1.8601 -2.0010 -0.6607
H 2.0530 -0.9555 0.7159
H 0.5763 -1.0279 -2.1574
H 0.4105 0.5619 -3.9209
H 1.3051 3.1187 -3.3547
H 2.1808 3.5090 -1.1595
H 3.2387 1.3489 -0.0444